Entry 1:
Formula: C4H4F3N3O
Source: the OMol25 dataset
Level of theory: ωB97M-V/def2-TZVPD

Structure (ORCA input):
```
! RIJCOSX wB97M-V def2-TZVPD def2/J DEFGRID3
* xyz 0 1
C 1.7228 0.1519 -0.5281
C 0.2155 0.0598 -0.1970
C -0.1669 -1.5508 0.1396
F 0.3355 -1.9930 1.3304
F -1.5110 -1.4094 0.3111
F 0.1376 -2.5800 -0.7401
N -0.6005 0.4071 -1.3491
N -1.4907 1.1971 -1.0450
C -1.5596 1.4894 0.3239
O -2.3679 2.1602 0.8548
N -0.4796 0.8081 0.8519
H 2.1103 -0.3976 0.3363
H 2.1306 1.1562 -0.5028
H 1.8536 -0.1745 -1.5748
H -0.3296 0.6756 1.7890
*
```

Summary:
E_HOMO, eV: -10.315
Electronic energy, eV: -18881.7266
Molecular weight, g mol⁻¹: 167.09
ΔE to the lowest compared entry with this formula, charge and spin, kcal/mol: 31.4
SMILES: C[C@]1(C(F)(F)F)N=NC(=O)N1
Largest force on an atom, eV/Å: 3.07

***

Entry 2:
Formula: C4H4FIn2NO2
Source: the OMol25 dataset
Level of theory: ωB97M-V/def2-TZVPD

Structure (ORCA input):
```
! RIJCOSX wB97M-V def2-TZVPD def2/J DEFGRID3
* xyz 2 1
C 1.6715 1.3686 2.7495
C 0.8781 0.4055 2.4796
In -0.8101 -0.9081 1.6965
C -0.8547 -0.6705 -0.6056
O -1.8481 -0.8515 -1.2340
N 0.4864 -0.2280 -1.2311
C 0.2153 0.1122 -2.6668
O 0.2875 -0.7017 -3.4911
F -0.1425 1.4743 -3.0692
H 2.2965 2.3063 2.7753
H -0.3606 -2.5884 2.1263
H -2.3356 -0.3532 2.4309
H 1.1059 -1.0572 -1.1504
In -0.5896 1.6919 -0.8100
*
```

Summary:
E_HOMO, eV: -17.663
Electronic energy, eV: -22831.5800
Molecular weight, g mol⁻¹: 346.72
Largest force on an atom, eV/Å: 4.01

***

Entry 3:
Formula: C4H4FN
Source: the OMol25 dataset
Level of theory: ωB97M-V/def2-TZVPD

Structure (ORCA input):
```
! RIJCOSX wB97M-V def2-TZVPD def2/J DEFGRID3
* xyz 0 1
C 1.5063 -0.6480 0.0939
C 0.5482 0.0315 -0.5210
C -0.6304 0.5432 0.3086
F -0.7219 1.8337 -0.1518
C -1.8817 -0.2098 0.0889
N -2.8198 -0.8102 -0.2098
H 1.5520 -0.6018 1.1809
H 2.3353 -0.9879 -0.5030
H 0.4836 0.1774 -1.5986
H -0.3716 0.6719 1.3119
*
```

Summary:
E_HOMO, eV: -10.942
Electronic energy, eV: -8418.6362
Molecular weight, g mol⁻¹: 85.08
ΔE to the lowest compared entry with this formula, charge and spin, kcal/mol: 26.8
SMILES: C=C[C@@H](F)C#N
Largest force on an atom, eV/Å: 2.68

***

Q: The highest largest force on an atom belongs to which entry?
A: C4H4FIn2NO2

***

Q: Which value of E_HOMO does entry 1 give?
A: -10.315 eV

***

Please write out number 1 again, unchanged.
Formula: C4H4F3N3O
Source: the OMol25 dataset
Level of theory: ωB97M-V/def2-TZVPD

Structure (ORCA input):
```
! RIJCOSX wB97M-V def2-TZVPD def2/J DEFGRID3
* xyz 0 1
C 1.7228 0.1519 -0.5281
C 0.2155 0.0598 -0.1970
C -0.1669 -1.5508 0.1396
F 0.3355 -1.9930 1.3304
F -1.5110 -1.4094 0.3111
F 0.1376 -2.5800 -0.7401
N -0.6005 0.4071 -1.3491
N -1.4907 1.1971 -1.0450
C -1.5596 1.4894 0.3239
O -2.3679 2.1602 0.8548
N -0.4796 0.8081 0.8519
H 2.1103 -0.3976 0.3363
H 2.1306 1.1562 -0.5028
H 1.8536 -0.1745 -1.5748
H -0.3296 0.6756 1.7890
*
```

Summary:
E_HOMO, eV: -10.315
Electronic energy, eV: -18881.7266
Molecular weight, g mol⁻¹: 167.09
ΔE to the lowest compared entry with this formula, charge and spin, kcal/mol: 31.4
SMILES: C[C@]1(C(F)(F)F)N=NC(=O)N1
Largest force on an atom, eV/Å: 3.07

***

Q: largest force on an atom of number 3 (C4H4FN)?
A: 2.68 eV/Å